{"formula": "C5H10O2", "method": "wB97M-V/def2-TZVPD", "lumo_energy_ev": 0.606, "molar_mass_g_mol": 102.13, "e_above_lowest_kcal_mol": 55.8, "max_force_ev_per_a": 0.56, "gap_ev": 10.411, "smiles": "C=CCC=O.CO", "elements": ["C", "O", "C", "C", "C", "C", "O", "H", "H", "H", "H", "H", "H", "H", "H", "H", "H"], "xyz": [[2.147, 0.453, 0.873], [1.494, -0.696, 1.363], [0.174, -0.955, -1.528], [-0.888, -0.161, -1.455], [-1.877, -0.215, -0.312], [-1.590, 0.890, 0.677], [-0.923, 0.750, 1.678], [3.047, 0.124, 0.346], [2.451, 1.137, 1.680], [1.524, 1.018, 0.161], [0.877, -0.884, -2.353], [0.404, -1.677, -0.748], [-1.070, 0.581, -2.232], [-2.899, -0.099, -0.694], [-1.793, -1.170, 0.212], [-2.009, 1.888, 0.443], [0.637, -0.399, 1.704]], "mulliken_charge": [-0.561, -0.509, -0.783, -0.036, -0.549, 0.051, -0.523, 0.248, 0.262, 0.228, 0.288, 0.219, 0.320, 0.320, 0.308, 0.353, 0.364]}